(1)
The following is a quantum chemistry calculation of a cluster of 2 separate species, C4H14NO2 in total, from the OMol25 dataset.

## Properties
Kohn-Sham gap in eV: 11.606
Total charge: +1

Atoms and positions in Å:
O  -0.0685  -1.5685  -2.1261
C  0.9745  -0.8938  -1.4324
C  0.7163  -0.9394  0.0964
N  -0.3333  0.0383  0.4429
C  -0.2356  0.4215  1.9089
C  0.9315  1.4600  2.0889
H  0.1627  -2.0405  -2.9734
H  1.8331  -1.6081  -1.6190
H  1.1279  0.1043  -1.8466
H  0.4629  -1.9834  0.2067
H  1.6153  -0.8396  0.6570
H  -1.2771  -0.3208  0.3425
H  -0.2400  1.0253  -0.0426
H  -1.2072  0.7417  2.3140
H  -0.0364  -0.4626  2.5464
H  1.5529  1.3421  2.9730
H  1.5032  1.4861  1.1181
H  0.4183  2.4531  1.9993
H  -2.8090  -0.1950  -1.8963
H  -2.4770  1.0377  -2.8368
O  -2.6147  0.7416  -1.9210

***

(2)
The following is a quantum chemistry calculation of a cluster of 3 separate species, C4H14NO2 in total, from the OMol25 dataset.

## Properties
Kohn-Sham gap in eV: 10.345
Total charge: +1

Atoms and positions in Å:
C  -2.2674  0.6290  2.0415
C  -0.8413  1.4444  2.0596
C  -0.1601  1.6381  0.7229
C  1.0516  1.0653  0.4763
N  1.5703  1.0223  -0.8989
H  -2.1885  -0.2755  1.3651
H  -2.9931  1.3830  1.7229
H  -2.3819  0.2694  3.0891
H  -0.2011  0.8715  2.8054
H  -1.2156  2.4583  2.3910
H  -0.6447  2.1766  -0.1116
H  1.8696  0.6919  1.1003
H  0.8391  1.2477  -1.6972
H  2.5174  1.5040  -1.0980
H  1.8762  -0.0199  -1.3353
H  0.9728  -2.0061  -2.1374
H  2.3899  -1.6170  -2.4830
O  1.7152  -1.4019  -1.8758
H  -0.8869  -3.9590  -2.7248
H  -0.6735  -3.6983  -1.2854
O  -0.3480  -3.4239  -2.1266

***

(3)
The following is a quantum chemistry calculation of a cluster of 3 separate species, C4H14NO2 in total, from the OMol25 dataset.

## Properties
Kohn-Sham gap in eV: 10.612
Total charge: +1

Atoms and positions in Å:
C  -0.2329  -0.5329  -0.9576
C  1.2489  -0.6046  -0.6286
C  2.0634  0.5577  -1.2419
C  3.1132  1.1839  -0.7083
N  -0.8087  0.7852  -0.5230
H  -0.6417  -1.3898  -0.4123
H  -0.4468  -0.8484  -1.9706
H  1.7224  -1.4851  -1.0534
H  1.3374  -0.6398  0.4436
H  1.8032  0.6022  -2.2987
H  3.6166  1.9143  -1.3325
H  3.3957  1.1778  0.3456
H  0.0814  1.3215  -0.4996
H  -1.2767  0.9044  0.4140
H  -1.4356  1.2271  -1.1940
H  -3.2788  -1.7643  0.8157
H  -2.7962  -2.0878  2.1868
O  -2.4514  -1.8777  1.3084
H  -2.0220  -0.1386  2.3548
H  -1.2755  0.9624  2.8962
O  -1.7161  0.7323  2.0552

***

(4)
The following is a quantum chemistry calculation of a cluster of 3 separate species, C4H14NO2 in total, from the OMol25 dataset.

## Properties
Kohn-Sham gap in eV: 11.992
Total charge: +1

Atoms and positions in Å:
C  0.3046  0.1303  1.1466
N  -0.2983  -1.1319  0.4680
C  -1.5911  -0.8407  -0.2708
C  -1.6854  0.6622  -0.4451
C  -0.6579  1.2342  0.6259
H  0.2225  0.0579  2.2325
H  1.3001  0.3385  0.7601
H  -0.3145  -1.7721  1.2566
H  0.4268  -1.4589  -0.2627
H  -2.3628  -1.2062  0.4372
H  -1.5787  -1.5221  -1.1332
H  -1.5145  1.0935  -1.4014
H  -2.7774  0.8578  -0.2937
H  -1.2828  1.5105  1.4796
H  -0.2784  2.1065  0.0755
H  0.7969  -1.2688  -2.5475
H  1.6087  -2.3543  -1.9123
O  0.8123  -1.8357  -1.7683
H  3.5342  1.2476  0.6942
H  2.5823  2.5201  0.5801
O  2.7534  1.6314  0.2787

***

(5)
The following is a quantum chemistry calculation of a structure of composition C4H14NO3, from the OMol25 dataset.

## Properties
Kohn-Sham gap in eV: 8.637
Total charge: -1

Atoms and positions in Å:
C  -2.6130  1.0857  -2.2363
C  -1.4901  0.4873  -1.2549
C  -0.5252  1.4802  -0.6068
C  -0.5693  1.3708  0.9701
O  0.7549  1.0287  1.4356
N  -0.7646  -0.6313  -1.8777
H  -3.3033  1.7359  -1.7622
H  -3.2719  0.1655  -2.6681
H  -2.0525  1.6113  -3.0776
H  -2.0404  -0.0019  -0.4270
H  -0.6600  2.4989  -0.8991
H  0.5737  1.2526  -0.9165
H  -1.3067  0.6576  1.3065
H  -0.7550  2.4083  1.4356
H  -0.5340  -1.2451  -1.0604
H  0.2027  -0.1449  -2.0105
H  2.3851  -2.1135  1.2732
H  4.0260  -1.9527  1.6749
O  3.3390  -2.6514  1.5971
H  0.7858  -0.1945  1.3470
H  1.0125  -1.6516  2.2702
O  1.0906  -1.5212  1.3955

***

The records above give, respectively, energy above the lowest of the compared OMol25 structures with the same formula, charge and spin values of 209.5, 215.9, 162.4, 119.3, 184.5 kJ/mol.